1.
{"formula": "C28H48BBrCl26F3N2O11S3", "method": "ωB97M-V/def2-TZVPD", "gap_ev": 7.42, "e_lumo_ev": -4.6132, "charge": 1, "spin_multiplicity": 1, "elements": ["C", "C", "C", "N", "C", "C", "C", "O", "O", "S", "C", "O", "O", "C", "C", "S", "O", "O", "C", "C", "C", "C", "Br", "N", "O", "B", "O", "O", "C", "S", "O", "O", "C", "F", "F", "F", "H", "H", "H", "H", "H", "H", "H", "H", "H", "H", "H", "H", "H", "H", "H", "H", "H", "H", "H", "H", "H", "H", "C", "Cl", "Cl", "H", "H", "C", "Cl", "Cl", "H", "H", "C", "Cl", "Cl", "H", "H", "C", "Cl", "Cl", "H", "H", "C", "Cl", "Cl", "H", "H", "C", "Cl", "Cl", "H", "H", "C", "Cl", "Cl", "H", "H", "C", "Cl", "Cl", "H", "H", "C", "Cl", "Cl", "H", "H", "C", "Cl", "Cl", "H", "H", "C", "Cl", "Cl", "H", "H", "C", "Cl", "Cl", "H", "H", "C", "Cl", "Cl", "H", "H"], "xyz": [[-4.76048, 1.38245, 1.10524], [-4.75666, 1.63368, -0.39131], [-3.54187, 2.32526, -0.91091], [-2.56837, 1.50772, -1.57864], [-2.33840, 0.27502, -1.09057], [-1.67533, 0.01262, 0.04609], [-1.19799, 1.13841, 0.88593], [-1.38549, 1.11972, 2.06049], [-0.63979, 2.25526, 0.30545], [0.87758, 2.13628, -0.20982], [1.89119, 2.64875, 1.14151], [1.00183, 3.10021, -1.18877], [1.19979, 0.86318, -0.70414], [-1.50148, -1.24069, 0.42830], [-0.76820, -1.51915, 1.72249], [1.02788, -1.16695, 1.72189], [1.16868, 0.07923, 2.35844], [1.71724, -2.18752, 2.41910], [-2.01526, -2.18557, -0.34993], [-1.91268, -3.56792, -0.02999], [-0.53322, -4.08707, -0.14309], [-0.54558, -5.47372, -0.62201], [0.58079, -3.03228, -1.34151], [-2.60211, -1.86760, -1.36903], [-3.10482, -2.86533, -2.19592], [-2.18107, -3.32039, -3.19698], [-1.23059, -2.54195, -3.70498], [-2.32460, -4.58236, -3.54910], [-2.78683, -0.68167, -1.73684], [-3.73262, -0.47060, -3.25072], [-4.11751, 0.82875, -3.40915], [-3.06989, -0.95536, -4.36303], [-5.34460, -1.37947, -2.93887], [-6.28263, -0.54521, -3.11144], [-5.41447, -1.77273, -1.71270], [-5.47728, -2.34407, -3.76762], [-4.08943, 2.07554, 1.56613], [-5.74808, 1.60784, 1.49750], [-4.45076, 0.38808, 1.38191], [-5.00266, 0.78142, -0.93731], [-5.51947, 2.29039, -0.57149], [-3.86916, 3.03366, -1.58712], [-3.13263, 2.86506, -0.07465], [-1.71005, 2.00094, -1.71970], [2.43754, 3.52593, 0.89136], [2.53899, 1.83944, 1.38700], [1.21917, 2.87918, 1.93816], [-0.83002, -2.52815, 2.03173], [-1.24319, -0.95174, 2.48704], [1.47524, -1.17325, 0.45214], [-2.52196, -4.12955, -0.69186], [-2.34093, -3.71453, 0.93305], [-0.04044, -4.09006, 0.76888], [0.38912, -5.90462, -0.37477], [-1.30549, -6.03566, -0.13387], [-0.66020, -5.49075, -1.69024], [-1.24958, -2.61549, -4.66568], [-1.45697, -4.96397, -3.65109], [5.24340, 0.90446, 3.23462], [6.97427, 0.57567, 3.34273], [4.91623, 2.15055, 2.02593], [4.72679, -0.00285, 2.93780], [4.87953, 1.22915, 4.19905], [2.05495, 0.75136, 5.97147], [3.78167, 0.41800, 6.17427], [1.78448, 2.04329, 4.78829], [1.57338, -0.14230, 5.62285], [1.64245, 1.05785, 6.92272], [3.69238, -5.14420, 1.48527], [3.89637, -6.74302, 0.75697], [2.22104, -5.04095, 2.47757], [4.54757, -4.96502, 2.11723], [3.63019, -4.40768, 0.69361], [-0.84672, 5.95121, -0.32510], [-1.31923, 6.64887, 1.22845], [-2.25372, 5.35921, -1.22248], [-0.35673, 6.71268, -0.91708], [-0.17409, 5.12188, -0.14840], [7.17922, -3.79418, 3.54343], [7.06222, -5.05160, 2.30997], [5.57310, -3.28555, 4.10179], [7.73182, -4.18617, 4.38222], [7.69152, -2.94085, 3.12244], [-0.95244, -1.63391, 6.90420], [0.78131, -1.93283, 7.09956], [-1.27482, -0.36326, 5.71238], [-1.42108, -2.55095, 6.56848], [-1.36256, -1.32912, 7.85842], [-6.45871, 4.77096, -3.16017], [-7.29450, 3.25260, -2.79673], [-5.08053, 5.00655, -2.07657], [-6.10519, 4.73814, -4.17959], [-7.14984, 5.59384, -3.03321], [8.84967, 3.65326, 4.01477], [10.58867, 3.35261, 4.09012], [8.44914, 4.93282, 2.86023], [8.35228, 2.74075, 3.70653], [8.50705, 3.95787, 4.99537], [5.97467, 8.00790, 2.43527], [5.42895, 9.46978, 3.26039], [4.76977, 6.71378, 2.51973], [6.16003, 8.24367, 1.39377], [6.88100, 7.65934, 2.90889], [10.13937, -4.01861, 6.51702], [9.48921, -5.58474, 6.01550], [9.87332, -2.77189, 5.28814], [9.64646, -3.71406, 7.43027], [11.20376, -4.12055, 6.67975], [-2.29826, -2.80770, -7.07449], [-1.57272, -4.38404, -6.69820], [-1.09719, -1.52064, -7.00994], [-2.72781, -2.83262, -8.07445], [-3.06471, -2.59919, -6.33818], [-1.82158, -1.63860, -11.12915], [-1.77120, -3.21317, -11.92077], [-3.28228, -1.44113, -10.14689], [-0.96053, -1.54515, -10.48247], [-1.80852, -0.86166, -11.89028], [-9.60512, 3.92177, -5.55551], [-8.29157, 4.98728, -6.08003], [-10.83932, 4.79755, -4.64466], [-10.06815, 3.48221, -6.43418], [-9.18232, 3.15268, -4.92395]], "atomic_forces_ev_per_a": [[-0.3184, 0.0293, -0.2023], [1.2226, -0.4283, 1.3714], [0.1182, -0.4608, 0.9787], [0.7189, 2.0015, -0.7670], [1.7405, 6.1340, 2.4009], [1.7089, 2.3420, 1.4207], [-0.4225, 0.4334, 1.7731], [-0.2468, 0.4231, -0.1765], [-0.2032, -0.7525, 0.0296], [2.2347, 1.0801, 0.5646], [-1.1425, -0.6702, 0.1736], [-0.5662, 3.5401, -2.4246], [-0.5241, -3.3206, 0.5935], [2.2575, 0.6013, 3.7969], [0.1859, -0.5726, -1.4125], [0.0229, -0.7869, 1.2240], [-0.0794, 2.8798, -0.1760], [0.1459, -1.7597, -0.1375], [1.9312, -3.6028, 4.3935], [-0.4812, -1.1970, 0.0397], [0.4558, -0.1792, -0.4895], [0.5044, -0.4828, -0.5779], [0.4201, 0.0853, 0.0571], [-3.0082, -3.6249, -5.4962], [0.0172, 0.4172, 0.3883], [0.3418, 0.4070, -0.1498], [0.4599, 0.9333, 0.3447], [-1.1700, -1.5443, 0.5946], [-4.5401, -2.1342, -6.9563], [-0.7984, -0.7552, 0.3487], [-2.2175, 4.7241, 0.4013], [1.6903, -2.7564, -2.4638], [1.6061, 0.6154, 0.0126], [-2.1730, 2.3007, -0.8036], [0.1770, -1.2196, 2.5777], [0.0921, -2.1117, -1.4229], [0.4464, 0.4424, 0.5361], [-0.0755, -0.3687, 0.2345], [0.0079, -0.5006, 0.2372], [-0.4374, -1.5987, -0.9700], [-2.1362, 1.6675, -0.5901], [-0.2822, 1.2810, -1.4660], [0.5530, 0.4211, 0.4166], [0.3708, 0.4875, -0.2213], [0.3085, 0.6206, -0.6654], [0.2237, -0.4269, 0.3047], [-0.2486, 0.0012, 0.8676], [-0.0356, -1.1821, 0.0672], [0.2010, 0.6901, 0.7421], [-0.4910, 0.2137, -0.3077], [-0.5882, -0.4930, -0.4251], [-0.0642, -0.3240, 1.1041], [1.0928, 0.3970, 1.7674], [0.9967, -0.7417, 0.0462], [-0.7663, -0.5427, 0.3255], [-0.2974, -0.3471, -0.4117], [0.5689, 0.1437, -0.3436], [0.3487, -0.4559, -0.8024], [-0.0845, -0.1399, -0.0930], [0.0372, -0.2372, 0.0730], [0.2216, 0.1249, 0.0234], [0.1108, -0.0313, -0.0212], [0.1223, 0.1918, -0.1429], [0.1470, 0.3658, -0.1934], [-0.1395, -0.1818, 0.3678], [0.0076, 0.0846, 0.1213], [0.0084, -0.0792, -0.2610], [0.0422, 0.0919, 0.0658], [-0.1413, -0.1120, -0.0071], [-0.0577, 0.0392, -0.0599], [0.1198, -0.3579, -0.1080], [-0.0472, 0.0628, 0.1322], [-0.0658, 0.0181, -0.0152], [0.0455, 0.0365, 0.1120], [0.0635, -0.0369, -0.0074], [0.4227, 0.0835, -0.0127], [-0.0520, 0.0761, -0.0332], [-0.0408, -0.0424, -0.0238], [-0.1061, 0.0132, -0.0155], [0.1706, -0.0889, -0.0794], [0.0307, 0.0922, 0.0115], [-0.0567, -0.1141, 0.0901], [-0.0516, 0.1072, -0.0769], [0.0331, -0.1454, 0.0460], [-0.2008, -0.3117, 0.1863], [-0.0381, 0.0127, -0.0601], [0.0336, 0.0085, -0.0585], [0.0367, 0.1041, 0.0131], [0.0090, 0.0249, 0.0446], [-0.0787, -0.0254, -0.0564], [-0.4654, 0.3740, -0.1874], [0.0990, -0.1018, -0.0636], [-0.0662, -0.0144, 0.1091], [-0.0277, -0.0708, 0.0481], [-0.0132, -0.0295, 0.0225], [-0.0613, 0.0055, -0.0367], [0.0701, 0.1200, -0.0635], [0.0430, 0.0806, 0.0313], [0.0246, 0.0615, -0.0723], [0.0265, 0.0088, -0.0170], [0.0000, -0.0635, -0.0350], [-0.1015, 0.0044, 0.0038], [0.0501, -0.0631, 0.1241], [0.0227, -0.0194, 0.0323], [0.0030, 0.0002, 0.0300], [0.1333, 0.0997, 0.1040], [-0.1080, 0.0224, 0.0011], [0.0662, -0.0268, -0.0913], [-0.2163, -0.0945, -0.2237], [-0.0193, 0.0101, -0.1163], [0.0897, 0.1016, 0.0163], [0.1701, -0.1052, 0.1781], [-0.0304, 0.0352, 0.0668], [0.0849, 0.1046, -0.2127], [0.0259, 0.0037, 0.0106], [-0.0809, 0.1192, -0.0646], [0.0498, -0.0399, 0.1099], [-0.1064, -0.1235, 0.0920], [-0.1548, -0.0901, -0.1062], [0.0078, -0.0198, -0.0563], [0.0549, -0.0585, 0.0036], [0.0399, 0.1428, 0.0265], [0.0323, 0.0201, 0.1004]]}

***

2.
{"formula": "C28H48Cl4N2O4PS2", "method": "ωB97M-V/def2-TZVPD", "gap_ev": 6.56, "e_lumo_ev": -3.6810, "charge": 1, "spin_multiplicity": 1, "elements": ["C", "C", "C", "C", "C", "C", "C", "C", "C", "C", "C", "C", "N", "C", "C", "O", "C", "C", "C", "C", "C", "C", "C", "C", "C", "C", "N", "S", "C", "C", "O", "O", "C", "O", "P", "S", "H", "H", "H", "H", "H", "H", "H", "H", "H", "H", "H", "H", "H", "H", "H", "H", "H", "H", "H", "H", "H", "H", "H", "H", "H", "H", "H", "H", "H", "H", "H", "H", "H", "H", "H", "H", "H", "H", "H", "H", "H", "H", "H", "H", "H", "H", "H", "H", "C", "Cl", "Cl", "Cl", "Cl"], "xyz": [[6.72359, 0.05133, 0.85766], [5.10032, 0.10777, 0.94645], [4.51568, -0.97423, -0.08226], [2.98977, -0.84154, -0.52070], [2.51202, 0.69960, -0.75609], [3.52210, 1.56859, -1.63697], [3.00107, 3.10761, -1.82102], [2.78662, 3.87960, -0.43366], [4.13758, 4.22774, 0.37044], [2.10174, 5.31286, -0.81728], [1.03841, 0.53794, -1.46613], [1.12276, 0.23904, -3.04999], [0.84214, 1.44184, -3.91565], [0.05713, -0.38514, -0.62078], [-1.37769, -0.32454, -1.30791], [-2.32123, 0.20239, -0.30800], [-3.66677, 0.04742, -0.74353], [-4.16212, -0.17352, -2.18875], [-5.66102, -0.38024, -2.60334], [-5.99378, -0.64838, -4.15655], [-6.73705, -0.35304, -1.48934], [-6.26941, -0.09311, -0.03411], [-4.76936, 0.11621, 0.38632], [-4.36979, 0.39572, 1.91742], [-3.80183, -0.88536, 2.71007], [-5.62648, 1.11246, 2.67355], [0.57102, -1.78860, -0.28194], [0.58940, -2.84357, -1.74006], [-0.55660, -2.41972, 0.48982], [-0.24987, -3.64040, 1.45220], [-0.45220, -3.72655, 2.67618], [0.24878, -4.83946, 0.81721], [1.91341, -1.69375, 0.39233], [2.56938, -2.99834, 0.49975], [2.02533, -0.90514, 2.09586], [0.44068, -0.62583, 3.15646], [7.22753, 0.93043, 1.39300], [7.03283, -0.88852, 1.46096], [7.10475, -0.12572, -0.20561], [4.67589, 1.16006, 0.85750], [4.85251, -0.28049, 2.00990], [5.12544, -0.80978, -1.05818], [4.86455, -1.99632, 0.29016], [2.95517, -1.27892, -1.59720], [2.31205, 1.27459, 0.20617], [3.65841, 1.18158, -2.72094], [4.57933, 1.66718, -1.21714], [2.02706, 3.18104, -2.40679], [3.86801, 3.65203, -2.36225], [2.05564, 3.38570, 0.29335], [4.03380, 5.31882, 0.74167], [4.21548, 3.58878, 1.31626], [5.02871, 4.14044, -0.33571], [1.14115, 5.03595, -1.40470], [2.77670, 5.97012, -1.45809], [1.71374, 5.84884, 0.13131], [0.59803, 1.60990, -1.39366], [2.15195, -0.20848, -3.33494], [0.36024, -0.55753, -3.40509], [0.20192, 2.09802, -3.45046], [1.74562, 1.90420, -4.13775], [-0.05802, 0.12594, 0.41601], [-1.79464, -1.30842, -1.70616], [-1.45652, 0.42767, -2.18531], [-3.39266, -0.21895, -3.02660], [-6.23313, 0.30195, -4.74063], [-6.89237, -1.37708, -4.18748], [-5.13115, -1.23144, -4.65956], [-7.82610, -0.53737, -1.78957], [-7.08152, -0.07547, 0.77276], [-3.55222, 1.21642, 1.88225], [-3.53623, -1.67978, 1.93535], [-2.86627, -0.52366, 3.28506], [-4.62869, -1.21507, 3.44459], [-5.28469, 1.67402, 3.61395], [-6.11958, 1.86061, 1.94282], [-6.34947, 0.27902, 2.97253], [1.88801, -3.05941, -2.15125], [-1.19567, -1.66955, 1.09786], [-1.32775, -2.86112, -0.25925], [0.97011, -5.21163, 1.37321], [3.03539, -3.22259, -0.33116], [2.68724, 0.38948, 2.11527], [2.91095, -1.74318, 2.89076], [-3.17256, -3.73022, 5.52281], [-4.57740, -3.11193, 4.62590], [-3.56575, -3.81376, 7.25316], [-2.75907, -5.35307, 4.93003], [-1.79050, -2.64098, 5.28321]], "atomic_forces_ev_per_a": [[-0.4114, -0.8700, 0.8718], [0.6865, -1.0092, 0.9293], [1.1752, 0.8570, -0.4981], [-0.4052, 1.0031, -1.0230], [-0.6263, -0.9516, -0.6803], [-0.3562, 1.1583, -0.9804], [0.7679, -0.3055, 1.1732], [-0.0130, 1.9159, -0.1991], [-0.8632, 0.2452, 0.0566], [-1.2438, -1.2558, 0.2160], [0.9960, 1.0541, -0.1611], [-0.5105, -0.7071, -0.6027], [1.3128, -0.6488, 0.7193], [-0.3721, 3.0026, -0.1607], [-1.0872, 0.5527, -0.1413], [-0.7708, -1.2719, -1.6463], [-4.9120, -0.3279, -0.0939], [-1.3498, -0.0751, 1.8050], [0.9881, 0.4885, 3.0971], [-0.0497, -0.9506, 1.0078], [4.1505, 0.4708, 0.0987], [2.1963, -0.1870, -2.1260], [-1.1087, -0.7118, -2.7717], [-0.2423, 1.4109, -0.6757], [-0.4586, 1.5400, -0.3864], [0.5545, -0.4486, -0.4905], [-0.3636, 0.0601, -0.1614], [0.1706, -0.8808, -1.2118], [-3.1996, -1.5251, 1.6636], [0.9107, -2.9396, 3.2101], [0.4407, 1.4452, -4.6028], [-0.1796, 2.5527, 0.0939], [4.7287, -0.5059, -1.4607], [-1.6407, 1.1297, 0.2352], [-0.1502, 0.5385, 2.8044], [-0.6480, 0.0953, -0.2842], [-0.8018, -1.1706, -1.0873], [-0.3750, 1.4766, -1.0418], [-0.5409, 0.6532, 1.4351], [0.5775, -1.4455, -0.1371], [0.3519, 0.8848, -1.5910], [-1.1668, -0.2696, 1.4669], [-0.8667, 1.2580, -0.5083], [-0.1314, 0.4180, 1.7596], [0.4585, -0.9520, -1.0406], [-0.2806, 0.2006, 1.8562], [-1.5564, -0.4633, -0.2673], [1.4851, -0.1844, 0.6308], [-1.6285, -0.7509, 0.6175], [0.8807, 0.3649, -1.1822], [0.4198, -1.7942, -0.6359], [0.3088, 0.7043, -1.4554], [-0.9756, 0.0698, 1.2245], [1.5161, 0.7558, 0.6845], [-0.8723, -0.8768, 0.9743], [0.9816, -0.7106, -1.5403], [0.3140, -1.8939, 0.0396], [-1.6441, 0.8486, 0.4507], [1.1730, 1.1855, 0.9904], [0.5662, -0.3374, -0.3298], [-1.2004, -0.1634, 0.2712], [0.1034, -0.9537, -1.5164], [0.7531, 1.0788, 0.5188], [0.8329, -1.3177, 1.3052], [-1.2272, 0.0714, 1.1746], [0.3631, -1.3021, 0.9101], [1.3161, 1.3955, -0.0368], [-1.2640, 1.1907, 0.8488], [1.7948, 0.3676, 0.7668], [1.5068, 0.0185, -1.2935], [-1.1463, -1.4380, -0.1011], [-0.3539, 0.7774, 1.3490], [-1.5285, -0.9636, -0.7599], [1.7329, 0.6103, -1.5885], [-0.4466, -0.9429, -1.3864], [0.7087, -1.2539, 1.3476], [0.7273, 1.3565, -0.3483], [-0.5487, 0.7274, 0.7177], [1.6366, -0.9174, -0.9039], [1.4702, 0.7644, 0.9965], [-0.9613, 0.3159, -0.0721], [-0.3373, 0.3848, 0.5218], [0.0014, -1.2779, -0.9731], [-0.1638, 0.3315, -1.3579], [0.0045, -0.0457, 0.1673], [0.1958, -0.8673, 0.6449], [0.0619, 0.0079, -0.3111], [-0.0710, 0.2869, 0.0719], [-0.2696, -0.1610, 0.0995]]}